Entry P
Below is a cluster of 7 separate species, C7H28N14O7 in total, with properties calculated with wB97M-V/def2-TZVPD.

ORCA input file:
```
! wB97M-V def2-TZVPD RIJCOSX def2/J DEFGRID3
* xyz 0 1
C 2.34753 -3.71429 2.47638
O 2.87309 -4.77176 2.80072
N 3.01969 -2.67848 1.89138
N 1.01070 -3.43446 2.78834
H 2.51084 -1.91967 1.46271
H 3.93118 -2.97956 1.58679
H 0.75938 -2.50364 2.48801
H 0.28171 -4.10770 2.64225
C 5.07796 1.49232 1.18381
O 5.58952 1.09699 2.21566
N 5.78189 2.11606 0.19423
N 3.74127 1.31515 0.90827
H 5.29068 2.36394 -0.64031
H 6.75065 2.29983 0.36953
H 3.36487 1.32162 -0.01900
H 3.21446 0.82307 1.60931
C 1.31363 4.07816 3.77098
O 0.82875 5.11106 4.18228
N 2.65367 3.79890 3.77455
N 0.56335 3.09844 3.13180
H 3.10493 2.93760 3.53964
H 3.22518 4.58761 4.02312
H 1.05317 2.40711 2.59276
H -0.42377 3.04587 2.97034
C -3.95683 -3.10986 -1.92094
O -3.31936 -4.11102 -2.24311
N -3.66794 -1.87641 -2.41200
N -5.11211 -3.19300 -1.18552
H -2.95191 -1.87937 -3.11804
H -4.04923 -1.01426 -2.07886
H -5.36852 -4.07184 -0.78182
H -5.76651 -2.44710 -1.32189
C 0.06270 -0.15628 -3.95737
O -1.03136 0.40905 -4.06078
N 0.90770 0.11988 -2.92014
N 0.37483 -1.25077 -4.71378
H 1.84416 -0.24450 -2.98576
H 0.76514 0.97048 -2.40596
H -0.40396 -1.66067 -5.19820
H 1.17367 -1.83008 -4.53967
C -0.03586 -0.30944 0.69952
O 1.11349 -0.76228 0.82071
N -0.75135 -0.51855 -0.43347
N -0.65216 0.42838 1.65996
H -0.37658 -1.21959 -1.04655
H -1.71896 -0.23688 -0.49957
H -1.58031 0.72332 1.38896
H -0.10666 0.87701 2.36402
C -3.89457 1.09513 -0.97188
O -3.38674 0.45535 -0.05326
N -5.19636 1.50808 -0.90232
N -3.24687 1.43378 -2.12992
H -5.68007 1.94234 -1.66286
H -5.66787 1.21034 -0.06682
H -3.78628 1.93920 -2.80942
H -2.39765 0.99540 -2.45684
*
```

The SMILES is NC(N)=O.NC(N)=O.NC(N)=O.NC(N)=O.NC(N)=O.NC(N)=O.NC(N)=O. For the HOMO-LUMO gap, the calculation gives 8.987 eV. The HOMO energy is -9.19 eV.

Löwdin atomic charge list, values in e, 2 entries: number 1, C, carries -0.66; number 2, O, carries 0.01

Entry Q
Below is a cluster of 7 separate species, C7H28N14O7 in total, with properties calculated with wB97M-V/def2-TZVPD.

ORCA input file:
```
! wB97M-V def2-TZVPD RIJCOSX def2/J DEFGRID3
* xyz 0 1
C -6.02024 0.30655 0.54583
O -6.74688 -0.62487 0.85668
N -5.84673 1.39108 1.21762
N -5.17273 0.24700 -0.42823
H -6.28302 1.36702 2.12821
H -5.02260 1.97184 1.15760
H -4.56503 1.04443 -0.55033
H -5.11807 -0.54969 -1.04663
C -0.95444 -2.69967 -6.88061
O -1.42450 -1.97017 -5.99015
N -0.46653 -3.88354 -6.62733
N -0.92313 -2.52889 -8.12755
H -0.27860 -4.28718 -5.72077
H -0.23712 -4.35267 -7.49185
H -0.85952 -1.55409 -8.38409
H -0.36179 -3.14004 -8.70331
C -0.33752 4.49690 -4.80511
O 0.61484 4.61229 -4.04456
N -1.20369 5.43487 -5.08447
N -0.71068 3.38117 -5.41303
H -1.89011 5.23308 -5.79736
H -1.00613 6.30145 -4.60480
H -1.49639 3.38850 -6.04763
H -0.17007 2.63129 -5.00619
C -1.23418 -5.68007 3.01936
O -1.67633 -6.75765 2.88323
N -0.87416 -5.17599 4.15874
N -0.90676 -4.96794 2.04315
H -0.93294 -5.78575 4.96176
H -0.27974 -4.36443 4.24888
H -0.44644 -4.07798 2.17043
H -1.34623 -5.23632 1.17429
C 7.63912 -3.55012 5.51095
O 7.98900 -4.04182 4.48567
N 6.66696 -2.68545 5.50887
N 7.96905 -3.84098 6.70387
H 6.32335 -2.31817 6.38473
H 6.59296 -2.30590 4.57583
H 8.61344 -4.59028 6.91222
H 7.97187 -3.08821 7.37725
C 1.16992 0.38398 1.02354
O 1.77865 -0.62907 0.83590
N 1.78505 1.44906 1.40542
N 0.15587 0.65581 0.23919
H 2.53805 1.49084 2.07724
H 1.27916 2.31260 1.26952
H -0.23888 -0.04051 -0.37677
H -0.33234 1.53988 0.22622
C -0.94530 5.43148 1.80015
O -1.71182 4.62639 1.34344
N -0.76021 5.62035 3.07741
N -0.01895 6.02991 1.07595
H -1.46981 5.15799 3.62767
H 0.13313 5.97361 3.38926
H 0.36024 5.62295 0.23293
H 0.68894 6.62515 1.48175
*
```

The SMILES is NC(N)=O.NC(N)=O.NC(N)=O.NC(N)=O.NC(N)=O.NC(N)=O.NC(N)=O. For the HOMO-LUMO gap, the calculation gives 9.470 eV. The HOMO energy is -9.40 eV.

Löwdin atomic charge list, values in e, 2 entries: number 1, C, carries -0.81; number 2, O, carries 0.03

Entry R
Below is a cluster of 7 separate species, C7H28N14O7 in total, with properties calculated with wB97M-V/def2-TZVPD.

ORCA input file:
```
! wB97M-V def2-TZVPD RIJCOSX def2/J DEFGRID3
* xyz 0 1
C 4.99380 -4.01343 -2.93927
O 5.51673 -4.49790 -1.98058
N 5.08029 -4.65402 -4.08670
N 4.48335 -2.86322 -2.89437
H 4.31484 -4.29378 -4.63843
H 5.46586 -5.57310 -4.25023
H 4.16535 -2.37711 -3.72061
H 4.09865 -2.47903 -2.04319
C -3.07018 4.16901 3.73372
O -2.51289 3.36102 4.45074
N -3.58333 5.15260 4.24050
N -3.23542 4.04241 2.45540
H -3.55585 5.34026 5.23253
H -3.94624 5.77888 3.53610
H -3.80423 4.74127 1.99917
H -3.20793 3.10163 2.08896
C 3.40853 4.00955 5.22210
O 2.57736 4.74288 5.84845
N 4.66410 4.28544 5.00865
N 2.92973 3.25715 4.22573
H 5.24821 3.69640 4.43251
H 5.03463 5.10077 5.47559
H 3.63449 2.73970 3.72011
H 1.94628 3.21863 3.99894
C 0.63714 -3.73081 -6.33426
O 0.17678 -4.45603 -5.47217
N 1.38698 -4.16127 -7.34221
N 0.25181 -2.47972 -6.46802
H 1.66342 -3.44265 -7.99588
H 1.82178 -5.06844 -7.43216
H 0.56628 -1.95827 -7.27381
H -0.36895 -2.26956 -5.69953
C -0.06483 -1.46454 0.35617
O 0.65774 -0.80292 -0.35388
N -0.38468 -1.21077 1.57955
N -0.48484 -2.60869 -0.07073
H -0.82026 -1.90722 2.16721
H -0.28745 -0.31224 2.03043
H -0.05609 -2.91650 -0.93186
H -1.09803 -3.20601 0.46527
C -1.22092 2.65011 -4.57070
O -1.83042 3.13511 -5.53330
N -0.08113 3.04215 -4.10213
N -1.78285 1.65738 -3.93562
H 0.43509 2.61740 -3.34502
H 0.06927 3.97734 -4.45267
H -2.68485 1.40843 -4.31577
H -1.40024 1.25455 -3.09216
C -4.62528 -2.13296 5.25111
O -5.31994 -3.04056 5.00173
N -4.89801 -1.04938 4.62818
N -3.69958 -2.13258 6.11693
H -4.59146 -0.13143 4.91714
H -5.58115 -1.17538 3.89500
H -3.60495 -2.86943 6.80118
H -3.42650 -1.20115 6.39617
*
```

The SMILES is NC(N)=O.NC(N)=O.NC(N)=O.NC(N)=O.NC(N)=O.NC(N)=O.NC(N)=O. For the HOMO-LUMO gap, the calculation gives 9.257 eV. The HOMO energy is -9.27 eV.

Löwdin atomic charge list, values in e, 2 entries: number 1, C, carries -0.85; number 2, O, carries 0.04

Stability ranking, top and bottom: entry P is the most stable and entry Q is the least stable.

Entry P
Below is a cluster of 7 separate species, C7H28N14O7 in total, with properties calculated with wB97M-V/def2-TZVPD.

ORCA input file:
```
! wB97M-V def2-TZVPD RIJCOSX def2/J DEFGRID3
* xyz 0 1
C 7.71375 12.71528 9.28593
O 6.86480 13.45343 8.77104
N 8.96038 13.15326 9.73019
N 7.45763 11.41645 9.48767
H 9.59753 12.60538 10.34029
H 9.11802 14.16431 9.78016
H 6.60401 11.08102 9.07760
H 8.24392 10.82568 9.55490
C 13.48986 12.28337 6.74910
O 13.03133 12.20353 7.92079
N 14.70586 12.82731 6.57645
N 12.67620 12.02125 5.69847
H 14.81584 13.38548 5.74939
H 15.10605 13.09813 7.49392
H 11.86558 11.41973 5.86016
H 13.07950 11.94276 4.80622
C 13.32194 6.20172 7.49477
O 13.09268 6.35397 6.26471
N 14.36132 6.81694 8.03097
N 12.47145 5.65026 8.40039
H 14.48307 6.75235 9.01628
H 15.01121 7.31115 7.46309
H 11.69978 5.34346 7.90528
H 12.30974 6.21072 9.27015
C 15.23644 7.53033 11.57412
O 15.40633 7.91084 10.43812
N 15.88053 7.94351 12.64116
N 14.29964 6.49095 11.85916
H 15.43979 7.78965 13.54201
H 16.28077 8.88788 12.49414
H 13.39892 6.50999 11.38891
H 14.15294 6.22253 12.81950
C 9.21916 10.88103 6.02166
O 10.38992 10.47113 5.99696
N 8.98008 12.14778 6.44197
N 8.15720 10.10944 5.81800
H 8.10114 12.66844 6.42909
H 9.79105 12.73629 6.49418
H 7.34774 10.56305 6.22063
H 8.14170 9.13417 5.74867
C 9.48143 6.87196 5.86513
O 8.34865 7.29229 5.97097
N 9.75678 5.49446 6.34934
N 10.57891 7.54779 5.43038
H 10.32346 4.81626 5.85502
H 8.89632 4.95022 6.40342
H 11.48838 7.09009 5.69459
H 10.49407 8.55521 5.54580
C 11.42215 9.24278 9.92958
O 11.50420 8.09962 10.42303
N 12.39101 10.16693 10.08700
N 10.42262 9.50761 9.02093
H 12.49771 10.91300 9.36247
H 13.31537 9.80207 10.19274
H 10.64519 10.06822 8.23030
H 10.13885 8.61873 8.66443
*
```

The SMILES is NC(N)=O.NC(N)=O.NC(N)=O.NC(N)=O.NC(N)=O.NC(N)=O.NC(N)=O. For the HOMO-LUMO gap, the calculation gives 10.067 eV. The HOMO energy is -9.59 eV.

Löwdin atomic charge list, values in e, 2 entries: number 1, C, carries -0.70; number 2, O, carries -0.01

Entry Q
Below is a cluster of 7 separate species, C7H28N14O7 in total, with properties calculated with wB97M-V/def2-TZVPD.

ORCA input file:
```
! wB97M-V def2-TZVPD RIJCOSX def2/J DEFGRID3
* xyz 0 1
C -21.28399 9.03318 -21.52722
O -21.57470 10.05034 -20.90995
N -22.26502 8.24638 -22.08127
N -20.01182 8.57438 -21.69116
H -22.02059 7.45983 -22.65411
H -23.15624 8.70255 -22.22506
H -19.28535 9.18876 -21.36373
H -19.86126 7.60030 -21.86759
C -25.22305 10.07863 -21.22493
O -24.94869 9.97928 -22.43207
N -26.48229 10.09801 -20.77724
N -24.23533 10.09698 -20.28181
H -27.23938 10.10085 -21.43904
H -26.78116 9.99562 -19.81384
H -23.27123 10.22010 -20.57434
H -24.56970 10.32844 -19.36173
C -27.09199 9.01004 -17.42632
O -26.87920 10.12186 -17.91064
N -28.34663 8.63072 -17.02362
N -26.17592 8.00244 -17.39894
H -28.60223 7.67071 -17.17862
H -29.05163 9.33685 -17.15452
H -26.46467 7.18195 -16.89537
H -25.23359 8.10732 -17.72379
C -22.19532 12.06485 -24.12290
O -21.03144 12.30001 -24.39409
N -22.70242 10.81916 -23.86660
N -23.11080 13.07785 -23.91040
H -23.64235 10.78632 -23.48944
H -22.12870 10.04611 -24.13656
H -23.99894 12.92272 -23.46640
H -22.72551 13.99445 -23.76906
C -29.95467 10.42171 -21.10594
O -30.01989 10.94964 -20.01788
N -30.26781 9.10422 -21.32941
N -29.53135 11.07214 -22.24013
H -30.71223 8.64153 -20.55755
H -30.03350 8.57845 -22.14876
H -29.43329 12.07116 -22.25112
H -29.65138 10.63819 -23.13800
C -25.09025 13.42292 -17.22408
O -24.32920 14.32293 -16.93712
N -26.39090 13.62216 -17.66047
N -24.73107 12.09464 -17.24671
H -26.75970 14.54777 -17.55822
H -26.96447 12.79527 -17.65224
H -25.40355 11.40694 -17.54605
H -23.91565 11.81622 -16.73576
C -19.79992 11.10961 -17.88771
O -18.93214 11.13514 -18.74258
N -19.54693 11.46988 -16.56542
N -21.08511 10.74618 -18.11724
H -20.16027 12.13810 -16.13336
H -18.58158 11.50524 -16.29579
H -21.64533 10.50930 -17.32030
H -21.32164 10.41431 -19.04485
*
```

The SMILES is NC(N)=O.NC(N)=O.NC(N)=O.NC(N)=O.NC(N)=O.NC(N)=O.NC(N)=O. For the HOMO-LUMO gap, the calculation gives 8.886 eV. The HOMO energy is -8.97 eV.

Löwdin atomic charge list, values in e, 2 entries: number 1, C, carries -0.63; number 2, O, carries -0.01

Stability ranking, top and bottom: entry Q is the most stable and entry P is the least stable.